# C3H8O2S2

2 unconnected molecules or ions with the total composition C3H8O2S2 (the ωB97M-V functional and the def2-TZVPD basis, the OMol25 dataset).

```
! RIJCOSX wB97M-V def2-TZVPD def2/J DEFGRID3
* xyz 0 1
C -0.88671 -0.83840 0.85701
C 0.54501 -0.53784 0.53076
C 0.69238 0.91399 0.16514
O 1.07761 -1.34327 -0.56126
O -0.01709 1.76552 0.90250
S 2.05570 1.37631 -0.83553
S -1.03636 0.71286 -2.16383
H -1.34430 0.05874 1.26923
H -1.55128 -1.19729 0.06009
H -0.96402 -1.54170 1.58349
H 1.18313 -0.82435 1.36498
H 0.20546 -1.42512 -1.17912
H 0.37151 2.66962 0.79235
H 2.05518 0.24493 -1.49829
H -1.17186 -0.65108 -2.46326
*
```

As for the energy above the lowest of the compared OMol25 structures with the same formula, charge and spin: 3.623 eV. As for the highest occupied orbital energy (alpha / beta): -0.28133 / -0.28126 Eh. The LUMO energy (alpha / beta) is -0.03426 / -0.03435 Ha. The value obtained for the HOMO-LUMO gap (alpha / beta) is 6.7 / 6.7 eV.